1.
Molecular formula: C55H73GeN9O4SSeTeW
Method: DFT, ωB97M-V/def2-TZVPD

Calculated values
Net charge: +2
Orbital gap (alpha / beta) (eV): 6.07 / 5.32
Expectation value of S²: 2.035
Multiplicity: 3
E (eV): -221619.20721
Largest force on an atom (eV Å⁻¹): 7.76
ΔE to the lowest compared entry with this formula, charge and spin (kJ/mol): 253.1

Geometry as XYZ:
```
146
C55H73GeN9O4SSeTeW (ωB97M-V/def2-TZVPD)
W -0.57 -0.45 -1.15
C -1.33 0.32 3.49
N -2.45 1.03 2.91
C -3.21 1.93 3.76
C -4.63 1.76 3.24
N -4.40 1.23 1.90
C -5.45 1.48 0.93
C -3.15 0.69 1.80
N -2.66 -0.06 0.83
C -3.69 -0.69 0.00
C -3.11 -1.90 -0.70
N -2.52 -1.50 -1.98
C -3.03 -2.04 -3.06
N -4.20 -2.72 -3.14
C -5.44 -2.46 -2.44
C -4.26 -3.52 -4.36
C -2.83 -3.40 -4.88
N -2.30 -2.18 -4.26
C -2.22 -1.05 -5.19
H -1.59 -0.01 4.50
H -1.08 -0.56 2.90
H -0.45 0.97 3.54
H -2.85 2.96 3.63
H -3.09 1.65 4.81
H -5.17 2.70 3.20
H -5.21 1.04 3.83
H -5.91 2.44 1.16
H -6.24 0.73 0.98
H -5.07 1.54 -0.09
H -4.04 -0.01 -0.79
H -4.55 -0.99 0.61
H -3.85 -2.69 -0.82
H -2.32 -2.34 -0.07
H -5.70 -3.27 -1.75
H -6.24 -2.37 -3.18
H -5.39 -1.52 -1.90
H -5.00 -3.10 -5.05
H -4.53 -4.54 -4.13
H -2.76 -3.34 -5.96
H -2.23 -4.25 -4.54
H -3.16 -0.90 -5.73
H -1.43 -1.27 -5.91
H -1.98 -0.13 -4.68
Ge 1.89 -0.72 -1.50
C 2.60 0.61 -2.82
C 3.27 1.75 -2.41
C 3.65 2.73 -3.32
C 3.36 2.57 -4.66
C 2.69 1.42 -5.08
C 2.30 0.46 -4.17
C 3.52 -1.61 -0.72
C 3.40 -2.92 -0.25
C 4.52 -3.65 0.12
C 5.78 -3.07 0.04
C 5.90 -1.77 -0.42
C 4.78 -1.05 -0.81
H 1.78 -1.86 -2.55
H 3.51 1.88 -1.36
H 4.17 3.61 -2.97
H 3.64 3.32 -5.38
H 2.49 1.28 -6.14
H 1.76 -0.41 -4.51
H 2.42 -3.39 -0.16
H 4.40 -4.67 0.46
H 6.65 -3.63 0.35
H 6.88 -1.31 -0.48
H 4.90 -0.04 -1.19
C 2.73 -4.71 6.36
C 2.19 -4.04 5.13
C 1.56 -4.77 4.13
C 1.06 -4.17 2.98
C 0.40 -5.03 1.94
C 1.18 -2.79 2.87
Te 0.25 -1.82 0.91
C 1.83 -2.02 3.82
C 2.04 -0.54 3.71
C 2.31 -2.67 4.96
H 2.77 -5.79 6.23
H 2.10 -4.49 7.22
H 3.73 -4.35 6.59
H 1.46 -5.84 4.24
H 0.45 -6.08 2.22
H 0.90 -4.89 0.98
H -0.64 -4.74 1.81
H 1.51 -0.02 4.51
H 1.67 -0.17 2.75
H 3.10 -0.31 3.80
H 2.80 -2.07 5.72
O -1.74 0.91 -1.63
S -0.79 1.19 -2.79
O -1.39 1.87 -3.87
O -0.33 -0.23 -3.01
O 0.33 1.78 -2.10
N -0.37 -2.44 -1.70
C -0.45 -3.56 -1.95
C -0.61 -4.94 -1.97
C -1.91 -5.48 -1.89
C -2.09 -6.85 -1.86
C -1.00 -7.70 -1.95
C 0.28 -7.18 -2.08
C 0.49 -5.81 -2.09
H -2.76 -4.81 -1.83
H -3.09 -7.25 -1.78
H -1.15 -8.77 -1.93
H 1.13 -7.84 -2.19
H 1.49 -5.40 -2.18
C -1.24 5.28 2.20
C -2.51 5.07 1.38
C -2.47 3.86 0.44
C -1.57 4.02 -0.78
N -0.15 4.05 -0.46
C 0.58 3.11 0.16
Se 0.11 1.29 0.57
N 1.84 3.54 0.30
C 2.91 2.84 0.99
C 2.77 2.96 2.51
C 2.95 4.39 3.03
C 4.40 4.87 2.98
C 1.95 4.80 -0.27
C 3.01 5.70 -0.38
C 2.77 6.88 -1.04
C 1.52 7.17 -1.60
C 0.45 6.30 -1.47
C 0.69 5.11 -0.78
H -1.43 5.99 3.00
H -0.43 5.69 1.59
H -0.90 4.34 2.64
H -2.73 5.97 0.80
H -3.35 4.92 2.07
H -3.48 3.70 0.05
H -2.18 2.97 1.00
H -1.80 4.94 -1.31
H -1.75 3.20 -1.48
H 3.85 3.25 0.65
H 2.85 1.78 0.73
H 3.50 2.30 2.98
H 1.77 2.59 2.77
H 2.62 4.42 4.07
H 2.31 5.08 2.47
H 5.01 4.31 3.68
H 4.46 5.92 3.25
H 4.84 4.76 1.99
H 3.98 5.49 0.04
H 3.57 7.60 -1.13
H 1.38 8.09 -2.14
H -0.51 6.54 -1.90
```



2.
Molecular formula: C55H75N7O10
Method: DFT, ωB97M-V/def2-TZVPD

Calculated values
Net charge: 0
Orbital gap (eV): 9.76
E (eV): -89155.83652
Largest force on an atom (eV Å⁻¹): 6.27
ΔE to the lowest compared entry with this formula, charge and spin (kJ/mol): 0.0

Geometry as XYZ:
```
147
C55H75N7O10 (ωB97M-V/def2-TZVPD)
C -6.32 3.21 3.05
C -5.22 4.14 2.61
O -4.13 3.95 3.53
C -3.47 2.81 3.37
C -2.29 2.86 4.30
O -3.76 1.92 2.61
H -6.50 3.47 4.10
H -6.14 2.16 3.08
H -7.25 3.46 2.57
H -5.00 3.78 1.63
H -5.56 5.17 2.71
H -1.70 1.97 4.04
H -2.68 2.89 5.31
H -1.64 3.73 4.11
C 2.31 -3.97 -2.95
C 2.59 -5.40 -2.71
O 3.56 -5.44 -1.67
C 3.97 -6.72 -1.35
C 4.98 -6.60 -0.24
O 3.59 -7.66 -1.88
H 1.44 -3.90 -3.59
H 3.10 -3.49 -3.47
H 2.09 -3.43 -2.01
H 1.73 -5.96 -2.37
H 3.10 -5.87 -3.57
H 5.90 -7.04 -0.56
H 4.64 -7.16 0.64
H 5.16 -5.56 0.06
C -2.65 4.87 -3.27
C -3.52 3.87 -3.93
O -3.25 2.56 -3.40
C -3.79 2.20 -2.23
C -3.42 0.82 -1.95
O -4.49 2.88 -1.54
H -2.72 4.85 -2.17
H -3.01 5.84 -3.59
H -1.63 4.73 -3.66
H -4.56 4.19 -3.83
H -3.23 3.81 -4.96
H -2.71 0.50 -2.72
H -4.31 0.18 -2.02
H -3.08 0.76 -0.95
C -0.69 -4.49 2.49
C -1.25 -4.31 3.90
O -0.16 -4.25 4.81
C 0.56 -3.15 4.95
C 1.60 -3.34 5.97
O 0.38 -2.17 4.28
H -0.08 -5.39 2.40
H -0.08 -3.65 2.21
H -1.51 -4.49 1.79
H -1.88 -3.41 3.93
H -1.79 -5.16 4.28
H 2.12 -2.40 6.10
H 2.29 -4.14 5.68
H 1.14 -3.61 6.92
C -1.69 -0.82 1.63
C -0.30 -0.28 1.48
O 0.03 -0.39 0.01
C 1.23 0.14 -0.30
C 1.42 0.17 -1.81
O 2.08 0.56 0.46
H -1.87 -1.71 1.03
H -2.38 -0.07 1.23
H -1.87 -1.06 2.68
H -0.17 0.77 1.77
H 0.42 -0.92 1.99
H 2.29 -0.48 -2.06
H 1.63 1.20 -2.09
H 0.48 -0.18 -2.29
C 3.57 4.68 -2.65
C 4.08 3.47 -2.18
C 4.94 2.75 -2.97
N 5.27 3.11 -4.17
C 4.79 4.26 -4.66
C 4.10 5.15 -3.89
H 2.93 5.27 -2.00
H 3.92 3.04 -1.18
H 5.26 1.85 -2.47
H 5.12 4.57 -5.64
H 3.86 6.12 -4.26
C 0.09 0.72 -7.99
C -1.21 1.11 -7.89
C -1.96 0.77 -6.75
N -1.45 0.09 -5.67
C -0.14 -0.30 -5.80
C 0.61 0.03 -6.92
H 0.75 0.96 -8.82
H -1.66 1.66 -8.70
H -3.00 1.02 -6.67
H 0.36 -0.81 -4.97
H 1.62 -0.35 -6.96
C 2.05 3.02 4.24
C 1.55 3.38 5.46
C 1.06 2.39 6.30
N 0.94 1.12 5.93
C 1.38 0.76 4.69
C 1.99 1.67 3.85
H 2.38 3.78 3.54
H 1.70 4.39 5.77
H 0.62 2.72 7.24
H 1.26 -0.31 4.41
H 2.38 1.35 2.89
C -1.66 -5.15 -2.51
C -1.98 -4.54 -3.68
C -1.62 -3.20 -3.88
N -1.02 -2.46 -2.90
C -0.77 -3.09 -1.74
C -0.98 -4.43 -1.52
H -1.96 -6.18 -2.33
H -2.55 -5.11 -4.37
H -1.84 -2.69 -4.84
H -0.29 -2.46 -0.96
H -0.71 -4.95 -0.61
C -4.40 -0.22 5.29
C -4.51 -0.91 4.11
C -5.08 -2.20 4.14
N -5.43 -2.77 5.31
C -5.34 -2.10 6.42
C -4.84 -0.78 6.46
H -3.95 0.74 5.18
H -4.27 -0.48 3.11
H -5.18 -2.70 3.23
H -5.54 -2.61 7.41
H -4.89 -0.21 7.38
C 6.77 -1.04 -2.27
C 7.64 -1.04 -1.20
C 7.18 -0.81 0.10
N 5.90 -0.66 0.41
C 5.03 -0.69 -0.63
C 5.46 -0.94 -1.94
H 7.08 -1.14 -3.29
H 8.68 -1.19 -1.40
H 7.94 -0.86 0.91
H 3.97 -0.41 -0.45
H 4.73 -1.06 -2.70
C -1.09 3.13 0.30
C -0.58 2.93 -0.96
C 0.39 3.78 -1.47
N 0.90 4.80 -0.81
C 0.40 5.03 0.42
C -0.55 4.21 1.01
H -1.88 2.50 0.67
H -0.99 2.17 -1.58
H 0.76 3.65 -2.48
H 0.71 5.91 0.97
H -0.92 4.43 2.00
```



3.
Molecular formula: C55H88N3O3P2PdS
Method: DFT, ωB97M-V/def2-TZVPD

Calculated values
Net charge: +1
Orbital gap (alpha / beta) (eV): 5.01 / 4.98
E (eV): -101969.09277
Largest force on an atom (eV Å⁻¹): 1.78
ΔE to the lowest compared entry with this formula, charge and spin (kJ/mol): 163.8

Geometry as XYZ:
```
153
C55H88N3O3P2PdS (ωB97M-V/def2-TZVPD)
Pd 0.92 -0.05 0.11
C 3.78 -0.41 5.57
C 3.71 -1.50 4.51
C 2.31 -1.53 3.88
C 1.68 -0.14 3.82
C 2.79 0.90 3.65
C 3.64 0.97 4.92
P 0.39 -0.02 2.47
C -0.72 1.38 3.04
C -0.19 2.68 2.44
C -0.84 3.88 3.12
C -0.41 4.00 4.59
C -0.13 2.62 5.20
C -0.99 1.54 4.55
C -0.74 -1.50 2.66
C -0.17 -2.76 1.99
C -1.30 -3.77 1.73
C -2.34 -3.75 2.86
C -1.67 -3.31 4.16
C -1.23 -1.85 4.07
H 4.72 -0.48 6.12
H 2.98 -0.57 6.30
H 3.94 -2.47 4.94
H 4.46 -1.27 3.74
H 1.67 -2.20 4.47
H 2.38 -1.93 2.87
H 1.17 0.07 4.77
H 2.39 1.89 3.44
H 3.41 0.62 2.79
H 3.19 1.65 5.64
H 4.62 1.37 4.67
H -1.68 1.15 2.55
H -0.41 2.68 1.37
H 0.90 2.75 2.55
H -1.92 3.76 3.07
H -0.57 4.79 2.59
H -1.21 4.50 5.14
H 0.48 4.62 4.67
H -0.34 2.65 6.27
H 0.93 2.38 5.08
H -2.03 1.83 4.68
H -0.85 0.60 5.09
H -1.60 -1.20 2.04
H 0.58 -3.22 2.64
H 0.31 -2.49 1.04
H -0.88 -4.77 1.63
H -1.79 -3.53 0.79
H -2.78 -4.73 2.97
H -3.14 -3.05 2.63
H -0.81 -3.96 4.35
H -2.36 -3.43 5.00
H -0.45 -1.67 4.81
H -2.08 -1.21 4.32
C -5.88 -5.28 0.30
C -4.56 -5.53 -0.36
C -4.07 -6.82 -0.45
C -2.84 -7.08 -1.04
C -2.08 -6.04 -1.53
C -2.57 -4.73 -1.47
N -1.80 -3.66 -1.92
C -0.94 -3.66 -2.96
C -1.06 -4.58 -4.02
C -0.17 -4.56 -5.07
C 0.86 -3.62 -5.12
C 0.95 -2.68 -4.12
C 0.07 -2.68 -3.04
C 0.29 -1.68 -1.97
O 1.37 -1.03 -1.98
O -0.52 -1.53 -1.01
C -3.82 -4.47 -0.90
C -4.34 -3.06 -0.88
H -6.25 -6.18 0.77
H -6.62 -4.94 -0.43
H -5.78 -4.51 1.07
H -4.65 -7.64 -0.06
H -2.47 -8.09 -1.10
H -1.11 -6.23 -1.95
H -1.73 -2.83 -1.32
H -1.87 -5.28 -4.01
H -0.27 -5.28 -5.86
H 1.55 -3.61 -5.94
H 1.72 -1.92 -4.14
H -3.93 -2.50 -1.72
H -4.05 -2.56 0.04
H -5.42 -3.04 -0.95
O -0.41 1.92 -0.90
P -0.07 3.17 -1.65
C -0.69 4.70 -0.76
C -0.40 6.00 -1.52
C -1.33 7.13 -1.07
C -1.61 7.00 0.42
C -2.51 5.78 0.64
C -2.15 4.63 -0.32
C -0.68 3.19 -3.41
C -0.43 1.87 -4.14
C -0.68 2.08 -5.64
C -1.78 3.11 -5.90
C -2.81 3.05 -4.78
C -2.18 3.49 -3.45
C 1.79 3.37 -1.63
C 2.45 1.99 -1.75
C 3.91 2.12 -2.15
C 4.03 2.67 -3.57
C 2.90 3.64 -3.90
C 2.40 4.35 -2.65
H -0.08 4.69 0.16
H -0.52 5.85 -2.59
H 0.63 6.30 -1.33
H -2.28 7.07 -1.61
H -0.88 8.09 -1.31
H -2.10 7.90 0.80
H -0.67 6.89 0.96
H -3.55 6.07 0.47
H -2.44 5.47 1.68
H -2.80 4.71 -1.20
H -2.35 3.67 0.15
H -0.12 3.98 -3.92
H -1.12 1.13 -3.73
H 0.57 1.50 -3.98
H -0.95 1.13 -6.09
H 0.24 2.42 -6.12
H -2.25 2.93 -6.86
H -1.36 4.12 -5.94
H -3.19 2.03 -4.70
H -3.66 3.70 -5.01
H -2.66 2.96 -2.62
H -2.34 4.56 -3.31
H 1.99 3.75 -0.62
H 1.94 1.37 -2.49
H 2.36 1.47 -0.77
H 4.40 1.15 -2.09
H 4.42 2.78 -1.44
H 4.01 1.85 -4.29
H 5.00 3.17 -3.68
H 2.07 3.11 -4.36
H 3.24 4.38 -4.62
H 1.67 5.11 -2.94
H 3.24 4.87 -2.18
S 3.37 -0.86 0.60
C 3.31 -2.54 0.39
N 3.85 -3.34 1.32
C 3.79 -4.79 1.24
C 3.72 -5.22 -0.22
C 2.58 -4.47 -0.90
N 2.75 -3.05 -0.69
H 4.29 -2.91 2.11
H 2.91 -5.15 1.78
H 4.67 -5.21 1.72
H 3.56 -6.29 -0.28
H 4.66 -4.97 -0.71
H 1.62 -4.80 -0.48
H 2.57 -4.66 -1.98
H 2.40 -2.38 -1.38
```



Q: Among the records above, which one has the highest E?
A: C55H75N7O10



Q: Among the records above, which one has the lowest E?
A: C55H73GeN9O4SSeTeW